No. 1
Computed, not measured: the ion C5H10NO with charge -1 in a non-equilibrium geometry, with the ωB97M-V functional and the def2-TZVPD basis.

Structure (ORCA input):
```
! wB97M-V def2-TZVPD RIJCOSX def2/J DEFGRID3
* xyz -1 1
N -0.5862 1.0736 -0.5686
C -0.4422 1.3909 0.8567
C -0.3577 0.0718 1.6431
C 0.0406 -0.9747 0.5971
C -0.1623 -0.3589 -0.8062
C 1.0342 -0.5000 -1.7282
O 1.1392 -1.7340 -2.2650
H -1.5581 1.0560 -0.8236
H -1.2803 2.0111 1.1744
H 0.4789 1.9671 0.9914
H -1.3482 -0.2100 2.0091
H 0.3933 0.1837 2.4238
H -0.5234 -1.9020 0.7000
H 1.0877 -1.2672 0.6884
H -0.8872 -1.0096 -1.3252
H 1.9456 -0.1649 -1.1364
H 1.0263 0.3671 -2.4307
*
```

Results
**Strongest force on any atom**: 1.35 eV/Å
**HOMO**: -2.043 eV
**LUMO**: 3.9 eV

=====

No. 2
Computed, not measured: the ion C5H10NO with charge -1 in a non-equilibrium geometry, with the ωB97M-V functional and the def2-TZVPD basis.

Structure (ORCA input):
```
! wB97M-V def2-TZVPD RIJCOSX def2/J DEFGRID3
* xyz -1 1
C -0.7112 -1.0763 1.8246
O -0.5279 -1.3260 3.0982
C 0.3773 -0.3002 0.8805
C 0.0008 -0.4859 -0.5666
C 0.3292 0.6706 -1.5176
C 0.5368 0.4762 -2.8306
N 0.1666 1.9423 -1.0020
H -0.8627 -1.9867 1.1636
H -1.6192 -0.4311 1.6008
H 0.2640 0.6979 1.2972
H 1.3914 -0.6484 1.0976
H -1.0837 -0.6596 -0.6608
H 0.4383 -1.3988 -0.9895
H 0.0605 1.0589 -3.6174
H 0.9614 -0.4641 -3.1439
H -0.1004 2.1171 -0.0581
H 0.5864 2.6835 -1.5269
*
```

Results
**Strongest force on any atom**: 1.97 eV/Å
**HOMO**: -2.419 eV
**LUMO**: 3.8 eV

=====

No. 3
Computed, not measured: the ion C5H10NO with charge -1 in a non-equilibrium geometry, with the ωB97M-V functional and the def2-TZVPD basis.

Structure (ORCA input):
```
! wB97M-V def2-TZVPD RIJCOSX def2/J DEFGRID3
* xyz -1 1
C -2.5008 -0.3578 -0.2992
O -3.5152 -0.3954 -1.1436
C -1.1485 0.1280 -0.8901
C 0.0331 -0.1716 0.0215
C 1.2387 0.7531 -0.2770
C 2.6111 -0.3410 1.3052
N 2.5245 0.2203 0.1753
H -2.6516 0.3179 0.6009
H -2.2225 -1.3316 0.2195
H -1.2093 1.2043 -1.0668
H -0.9893 -0.2801 -1.8856
H 0.4125 -1.1802 -0.1603
H -0.2709 -0.0621 1.0655
H 1.0674 1.7239 0.1988
H 1.2999 0.8880 -1.3457
H 3.5799 -0.7825 1.5172
H 1.7410 -0.3333 1.9644
*
```

Results
**Strongest force on any atom**: 1.34 eV/Å
**HOMO**: -2.229 eV
**LUMO**: 3.5 eV

=====

No. 4
Computed, not measured: the ion C5H10NO with charge -2 in a non-equilibrium geometry, with the ωB97M-V functional and the def2-TZVPD basis.

Structure (ORCA input):
```
! wB97M-V def2-TZVPD RIJCOSX def2/J DEFGRID3
* xyz -2 2
N 1.1268 0.7200 -0.0524
C 0.4432 1.1906 1.1467
C -1.0629 1.1151 0.8086
C -1.0749 -0.1841 -0.0128
C 0.2025 -0.1436 -0.8307
C 0.6244 -1.6508 -1.1608
O -0.3739 -2.4682 -1.4291
H 2.0235 0.2619 0.0380
H 0.7279 2.2562 1.2536
H 0.5072 0.5635 2.0637
H -1.4310 2.0098 0.2878
H -1.6081 1.0299 1.7493
H -2.0136 -0.4388 -0.5349
H -0.9164 -1.0501 0.6465
H 0.0982 0.3281 -1.8346
H 1.2662 -1.9261 -0.2104
H 1.4609 -1.6135 -1.9284
*
```

Results
**<S²>**: 0.751
**Strongest force on any atom**: 2.04 eV/Å
**HOMO (alpha / beta)**: 4.372 / 0.333 eV
**LUMO (alpha / beta)**: 7.2 / 7.1 eV

=====

No. 5
Computed, not measured: a structure of composition C5H10NO in a non-equilibrium geometry, with the ωB97M-V functional and the def2-TZVPD basis.

Structure (ORCA input):
```
! wB97M-V def2-TZVPD RIJCOSX def2/J DEFGRID3
* xyz 0 2
C -2.1952 0.6022 0.3844
O -3.2702 -0.1995 0.1569
C -1.0122 0.2877 -0.6096
C 0.3185 0.8782 -0.2847
C 1.4624 0.1225 -0.2457
C 2.8740 0.2720 0.0362
N 1.6030 -1.1959 -0.4301
H -2.4757 1.7520 0.2518
H -1.7596 0.5120 1.4181
H -0.9356 -0.7343 -0.6388
H -1.4211 0.6291 -1.5494
H -1.0937 -1.6992 1.6022
H 0.3991 1.9401 -0.1225
H 3.6048 0.3304 -0.7091
H 3.2500 -0.1950 0.8659
H 2.2831 -1.5189 -1.1726
H -1.6318 -1.7834 1.0470
*
```

Results
**<S²>**: 0.755
**Strongest force on any atom**: 4.25 eV/Å
**HOMO (alpha / beta)**: -8.524 / -8.584 eV
**LUMO (alpha / beta)**: -0.5 / -1.5 eV

=====

No. 6
Computed, not measured: the ion C5H10NO with charge +1 in a non-equilibrium geometry, with the ωB97M-V functional and the def2-TZVPD basis.

Structure (ORCA input):
```
! wB97M-V def2-TZVPD RIJCOSX def2/J DEFGRID3
* xyz 1 1
O 1.9028 -0.6563 0.2872
C 1.6064 -0.0775 -0.7328
C 0.9997 1.3118 -0.8230
C -0.5290 1.2351 -0.9435
C -1.1585 0.3703 0.1323
C -1.2993 -0.9702 0.3675
N -0.3794 -1.5746 1.4561
H 1.6362 -0.6174 -1.6853
H 1.4556 1.8523 -1.6564
H 1.3114 1.8731 0.0694
H -0.8802 0.7936 -1.9119
H -0.8719 2.2773 -0.9403
H -0.9037 0.8372 1.1157
H -2.2374 -1.5215 0.3357
H -0.6650 -1.3766 2.4191
H -0.5712 -2.5354 1.1840
H 0.5835 -1.2212 1.3259
*
```

Results
**Strongest force on any atom**: 3.26 eV/Å
**HOMO**: -13.744 eV
**LUMO**: -5.1 eV

=====

For the records above, the corresponding E_tot values read -8883.7564 -8883.1663 -8883.2673 -8879.4219 -8877.3328 -8874.5375 eV.
For the records above, the corresponding energy relative to the best compared isomer or geometry (same formula, charge and spin) values read 34.9 91.8 82.1 35.4 481.0 390.1 kJ/mol.